No. 1
{"formula": "C3H8O", "method": "the ωB97M-V functional and the def2-TZVPD basis", "symbols": ["C", "C", "C", "O", "H", "H", "H", "H", "H", "H", "H", "H"], "positions_angstrom": [[-1.498855, 0.268752, -0.018252], [-0.046454, 0.110654, -0.439084], [1.088797, 0.340801, 0.449177], [2.238568, 0.036796, 0.189192], [-1.566488, 0.829508, 0.917962], [-2.071399, -0.662504, 0.115259], [-2.002633, 0.829671, -0.808074], [0.868290, -1.928596, 0.087031], [0.111938, -0.514205, -1.322714], [0.789300, 0.916563, 1.342307], [0.471814, 1.187057, -0.643088], [1.550818, -1.610708, 0.109206]], "atomic_forces_ev_per_a": [[0.1, 0.3, 0.0], [0.4, 1.6, -0.6], [0.5, -0.8, 0.8], [0.0, 0.8, 0.5], [-0.1, 0.0, -0.1], [0.6, 0.1, -0.1], [-0.2, 0.0, 0.2], [0.3, -0.8, 0.0], [0.3, 0.3, 0.3], [0.3, 0.1, 0.2], [-1.9, -0.6, -1.2], [-0.3, -1.2, -0.1]], "smiles": "[H][H].CCC=O", "lumo_ev": 0.92, "total_charge": 0, "e_tot_ha": -194.22958}

No. 2
{"formula": "C4H6N2", "method": "the ωB97M-V functional and the def2-TZVPD basis", "symbols": ["C", "C", "C", "N", "C", "N", "H", "H", "H", "H", "H", "H"], "positions_angstrom": [[0.834810, -1.017906, -1.208697], [-1.208064, 0.459162, 0.236836], [0.246416, 0.332943, 0.615641], [1.141000, -0.310459, -0.005728], [0.601101, 1.024936, 1.816837], [0.799232, 1.604304, 2.783817], [0.686417, -0.289384, -2.033476], [1.690857, -1.657231, -1.452109], [-0.080174, -1.639843, -1.139952], [-1.271574, 0.728556, -0.813787], [-1.731472, 1.241177, 0.834841], [-1.708550, -0.476253, 0.365775]], "atomic_forces_ev_per_a": [[-0.4, -0.2, -0.7], [0.0, 1.2, 0.1], [-0.5, -0.4, -0.7], [0.3, 0.4, 0.8], [0.4, 0.1, 0.3], [0.1, 0.2, 0.4], [0.1, -0.4, 0.3], [-0.3, 0.1, -0.1], [0.4, 0.3, 0.0], [-0.1, 0.0, -0.2], [0.5, -0.7, -0.4], [-0.4, -0.7, 0.1]], "smiles": "C/N=C(\\C)C#N", "lumo_ev": 0.37, "total_charge": 0, "e_tot_ha": -265.48946}

No. 3
{"formula": "C5H6O", "method": "the ωB97M-V functional and the def2-TZVPD basis", "symbols": ["O", "C", "C", "C", "C", "C", "H", "H", "H", "H", "H", "H"], "positions_angstrom": [[-1.073730, -2.181095, 0.587272], [-0.726144, -1.088759, 0.208319], [-0.104904, -0.634162, -1.115533], [0.779797, 0.232350, -0.203920], [-0.008640, 1.351874, 0.352603], [-0.161893, 0.008265, 1.022595], [0.375254, -1.456626, -1.647184], [-0.739910, -0.061433, -1.798154], [1.858987, 0.159047, -0.159956], [-0.806237, 1.791199, -0.243178], [0.543913, 2.085896, 0.936788], [0.063509, -0.206555, 2.060346]], "atomic_forces_ev_per_a": [[-0.2, 0.4, -0.3], [-0.1, -0.3, 0.2], [0.0, -0.1, -0.1], [0.3, 0.1, -0.2], [0.0, 0.1, -0.1], [0.0, -0.2, 0.4], [0.0, 0.1, 0.1], [0.1, -0.1, 0.1], [-0.1, 0.1, 0.0], [0.0, -0.2, 0.1], [-0.1, -0.2, 0.0], [0.2, 0.4, 0.0]], "lumo_ev": 1.02, "total_charge": 0, "e_tot_ha": -269.29307}

No. 4
{"formula": "C3H7N5", "method": "the ωB97M-V functional and the def2-TZVPD basis", "symbols": ["C", "C", "C", "H", "H", "H", "H", "H", "H", "H", "N", "N", "N", "N", "N"], "positions_angstrom": [[0.149077, 0.155686, -0.225111], [-2.108175, 0.581636, -1.149547], [2.583677, -0.352724, 2.145917], [1.844783, 0.025550, -1.746747], [0.082395, -0.280183, -2.137918], [-1.661412, -0.495186, 0.499975], [-1.794510, 0.698152, -2.188452], [-3.863436, 0.648049, 0.042705], [2.115869, -0.188711, 3.065266], [3.716549, -1.089374, 2.385529], [0.746641, -0.235815, -1.400551], [-1.222756, 0.041900, -0.276200], [-3.463299, 0.730900, -0.883426], [0.733165, 0.207984, 0.925602], [2.141430, -0.447863, 0.942958]], "atomic_forces_ev_per_a": [[2.7, -2.1, 0.2], [-6.6, 0.0, 1.4], [4.0, -4.6, -1.9], [-4.5, -0.8, 1.9], [0.0, -0.2, -0.8], [0.8, 1.1, -0.6], [-0.1, 0.5, 0.3], [1.0, -0.4, 0.5], [-1.2, 1.2, 1.0], [-3.4, 2.6, -1.1], [4.0, 1.4, -1.5], [-1.1, -0.3, 1.8], [5.2, 0.1, -2.8], [1.1, -1.0, 0.4], [-1.8, 2.4, 1.4]], "lumo_ev": 0.75, "total_charge": 0, "e_tot_ha": -392.13712}

Number 1: frontier orbital gap 0.3934 hartree. Number 2: frontier orbital gap 0.3939 hartree. Number 3: frontier orbital gap 0.3853 hartree. Number 4: frontier orbital gap 0.3605 hartree.